(1)
The molecule C4H8Si at a distorted geometry, computed with ωB97M-V/def2-TZVPD.

Results
- ⟨S²⟩ = 2.00
- highest occupied orbital energy (spin up / spin down) (eV) = -5.4 / -10.5
- DFT total energy (Ha) = -446.401833
- energy above the lowest of the compared OMol25 structures with the same formula, charge and spin (kJ/mol) = 243.0
- frontier orbital gap (spin up / spin down) (eV) = 6.5 / 7.6

ORCA input file:
```
! RIJCOSX wB97M-V def2-TZVPD def2/J DEFGRID3
* xyz 0 3
C -2.5950 1.0552 0.2558
C -2.2338 0.0392 -0.2568
C 1.0907 0.7311 -0.4570
C 0.5474 -0.2499 0.5345
Si -0.8978 -1.2381 -0.0666
H -3.2506 1.7306 0.7312
H 1.9903 0.3750 -0.9023
H 1.2735 1.7130 0.0600
H 0.2855 1.1796 -1.0269
H 0.4268 0.1533 1.6169
H -1.3103 -2.2892 0.8483
H 1.1885 -1.0877 0.8876
H -0.3906 -1.8224 -1.4693
*
```

Formally, the Mulliken partial charges of the atoms, in units of the elementary charge, are as follows:
1. C -0.4323
2. C -0.1263
3. C -1.0387
4. C -0.4978
5. Si 0.4026
6. H 0.3571
7. H 0.2897
8. H 0.2992
9. H 0.3421
10. H 0.3247
11. H -0.1557
12. H 0.3156
13. H -0.0803

=====

(2)
A structure of composition C2H5NO at a distorted geometry, computed with ωB97M-V/def2-TZVPD.

Results
- highest occupied orbital energy (eV) = -7.7
- DFT total energy (Ha) = -209.047439
- energy above the lowest of the compared OMol25 structures with the same formula, charge and spin (kJ/mol) = 459.2
- frontier orbital gap (eV) = 8.6

ORCA input file:
```
! RIJCOSX wB97M-V def2-TZVPD def2/J DEFGRID3
* xyz 0 1
C -0.2866 0.6006 -0.2443
N 0.9907 0.5492 -0.7884
C -0.9652 -0.4428 0.3245
O -2.1124 -0.8307 0.4438
H 1.4042 -0.3708 -0.8556
H 1.6290 1.2607 -0.4569
H 0.1500 -1.4912 0.6268
H -0.7910 1.5552 -0.3306
H -0.0187 -0.8302 1.2806
*
```

Formally, the Mulliken partial charges of the atoms, in units of the elementary charge, are as follows:
1. C 0.0171
2. N -0.4701
3. C 0.0470
4. O -0.5384
5. H 0.2606
6. H 0.2033
7. H -0.0045
8. H 0.3481
9. H 0.1370

=====

(3)
The molecule C11H14N2S at a distorted geometry, computed with ωB97M-V/def2-TZVPD.

Results
- highest occupied orbital energy (eV) = -7.1
- DFT total energy (Ha) = -935.041574
- energy above the lowest of the compared OMol25 structures with the same formula, charge and spin (kJ/mol) = 616.5
- frontier orbital gap (eV) = 7.9
- SMILES = CN(C)/C=C1/SC=C[C@H]1N=C=C1CC1

ORCA input file:
```
! RIJCOSX wB97M-V def2-TZVPD def2/J DEFGRID3
* xyz 0 1
C -1.8086 0.7674 -1.2748
N -2.0969 0.0800 -0.0506
C -3.5233 -0.0662 0.2557
C -1.2501 0.3228 1.0499
C -0.1328 1.0836 1.1237
S 0.6356 1.0384 2.7538
C 2.0353 1.8864 2.1013
C 1.9077 2.4049 0.8929
C 0.7548 1.7919 0.1037
N 1.3632 0.8856 -0.8701
C 1.4584 -0.3299 -0.8707
C 1.6734 -1.5955 -0.7516
C 1.1308 -2.9150 -1.1033
C 2.5991 -2.7008 -0.7483
H -0.6582 0.7317 -1.5158
H -2.5001 0.1855 -1.9720
H -2.1280 1.7479 -1.2716
H -3.5940 -0.6708 1.0688
H -4.0660 0.8033 0.3539
H -3.8925 -0.6609 -0.4820
H -1.5494 -0.2529 2.0370
H 2.8812 2.1135 2.7512
H 2.5785 3.0784 0.4485
H 0.1555 2.6243 -0.2542
H 1.1370 -3.0848 -2.1489
H 0.5227 -3.3662 -0.3348
H 2.9880 -3.0916 0.2208
H 3.3787 -2.8108 -1.5122
*
```

Formally, the Mulliken partial charges of the atoms, in units of the elementary charge, are as follows:
1. C -0.9880
2. N 0.1616
3. C -1.3899
4. C -0.6266
5. C 0.4855
6. S -0.2353
7. C -0.2044
8. C -1.0406
9. C 0.3989
10. N -0.6576
11. C 1.3229
12. C -0.5698
13. C -0.4453
14. C -0.7025
15. H 0.2903
16. H 0.2902
17. H 0.3518
18. H 0.4670
19. H 0.3772
20. H 0.5005
21. H 0.1249
22. H 0.4151
23. H 0.4477
24. H 0.3168
25. H 0.2634
26. H 0.2429
27. H 0.1818
28. H 0.2216

=====

(4)
A structure of composition C30H33GeIIrN2O4PS2, computed with ωB97M-V/def2-TZVPD.

Results
- ⟨S²⟩ = 0.76
- highest occupied orbital energy (spin up / spin down) (eV) = -10.7 / -10.7
- DFT total energy (Ha) = -5190.035814
- energy above the lowest of the compared OMol25 structures with the same formula, charge and spin (kJ/mol) = 0.0
- frontier orbital gap (spin up / spin down) (eV) = 7.4 / 5.9

ORCA input file:
```
! RIJCOSX wB97M-V def2-TZVPD def2/J DEFGRID3
* xyz 1 2
Ir 0.6456 0.0889 0.1298
C -3.2078 -2.3251 0.9300
C -3.2823 -0.8530 1.1791
N -4.4636 -0.2926 1.2820
C -4.5669 1.0328 1.4997
C -3.4834 1.8542 1.6431
C -3.6455 3.3276 1.9020
O -2.9024 4.1277 0.9821
C -2.1967 1.2803 1.5072
C -1.0368 2.0869 1.7688
N 0.1482 1.8083 1.3577
C 1.2440 2.5953 1.8131
C 1.1959 3.9828 1.8364
C 2.2893 4.7026 2.2979
C 3.4305 4.0469 2.7333
C 3.4905 2.6586 2.7066
C 2.3992 1.9511 2.2416
I 2.3780 -0.1466 2.1647
C -2.0721 -0.0947 1.2676
O -0.9279 -0.7378 1.1758
H -4.2144 -2.7154 0.8053
H -2.7281 -2.8401 1.7656
H -2.6151 -2.5367 0.0396
H -5.5747 1.4282 1.5567
H -3.2665 3.5943 2.8910
H -4.7057 3.5879 1.8881
H -3.3201 4.0564 0.1168
H -1.1620 2.9632 2.4013
H 0.3044 4.4896 1.4853
H 2.2484 5.7833 2.3119
H 4.2818 4.6111 3.0882
H 4.3804 2.1425 3.0407
C 2.4906 -0.5820 -5.2768
C 1.8370 0.7480 -5.0084
O 0.7454 0.5502 -4.0489
P 0.7342 1.1991 -2.6331
S -0.8681 0.5837 -1.6006
S 2.2745 0.6314 -1.4218
O 0.8069 2.7371 -2.9518
C 0.9527 3.7661 -1.9308
C -0.3973 4.3059 -1.5279
H 3.2702 -0.4570 -6.0286
H 1.7622 -1.2987 -5.6541
H 2.9461 -0.9844 -4.3714
H 1.3669 1.1685 -5.8939
H 2.5373 1.4804 -4.6057
H 1.5722 4.5285 -2.3975
H 1.5020 3.3477 -1.0845
H -0.9450 4.6535 -2.4034
H -0.2622 5.1532 -0.8540
H -0.9876 3.5474 -1.0137
Ge 1.1869 -2.3672 -0.2807
C -0.2047 -3.2297 -1.3076
C -0.8755 -4.3258 -0.7686
C -1.8367 -4.9964 -1.5133
C -2.1359 -4.5728 -2.7993
C -1.4658 -3.4864 -3.3483
C -0.5026 -2.8206 -2.6071
C 1.5026 -3.1616 1.4664
C 2.7926 -3.6210 1.7474
C 3.0977 -4.1627 2.9900
C 2.1140 -4.2542 3.9635
C 0.8260 -3.8066 3.6948
C 0.5216 -3.2626 2.4566
H 2.5506 -2.4015 -0.9919
H -0.6468 -4.6653 0.2352
H -2.3516 -5.8481 -1.0881
H -2.8898 -5.0908 -3.3775
H -1.6955 -3.1613 -4.3546
H 0.0139 -1.9747 -3.0486
H 3.5669 -3.5593 0.9904
H 4.0997 -4.5171 3.1937
H 2.3484 -4.6786 4.9309
H 0.0584 -3.8813 4.4542
H -0.4763 -2.8911 2.2603
*
```

Formally, the Mulliken partial charges of the atoms, in units of the elementary charge, are as follows:
1. Ir 2.2149
2. C -0.5731
3. C 0.5643
4. N -0.6466
5. C -1.2241
6. C 0.6851
7. C -1.0290
8. O -0.4395
9. C 0.7590
10. C -0.5118
11. N -0.3306
12. C -0.3178
13. C -0.0098
14. C -0.9331
15. C -0.6646
16. C -0.7217
17. C 0.6100
18. I 0.2891
19. C -0.4595
20. O -1.2529
21. H 0.4410
22. H 0.2548
23. H -0.0893
24. H 0.3600
25. H 0.3489
26. H 0.4279
27. H 0.3201
28. H 0.7755
29. H 0.5592
30. H 0.4358
31. H 0.4084
32. H 0.4499
33. C -1.0810
34. C -0.3026
35. O -0.2774
36. P 0.7718
37. S -0.3570
38. S -0.3668
39. O -0.3254
40. C -0.1934
41. C -0.7109
42. H 0.4041
43. H 0.2859
44. H 0.2485
45. H 0.3370
46. H 0.3828
47. H 0.3081
48. H 0.1644
49. H 0.4300
50. H 0.3759
51. H -0.0849
52. Ge 1.0781
53. C 0.2794
54. C -0.3123
55. C -0.5545
56. C -0.5293
57. C -0.7343
58. C -0.0474
59. C -0.9263
60. C -0.4521
61. C -0.6296
62. C -0.4950
63. C -0.8464
64. C 0.8090
65. H -0.1601
66. H 0.3730
67. H 0.4291
68. H 0.4111
69. H 0.4361
70. H 0.2511
71. H 0.3958
72. H 0.4203
73. H 0.4074
74. H 0.4540
75. H 0.2336

=====

(5)
The molecule C10H14BNO2 at a distorted geometry, computed with ωB97M-V/def2-TZVPD.

Results
- highest occupied orbital energy (eV) = -7.2
- DFT total energy (Ha) = -619.386587
- energy above the lowest of the compared OMol25 structures with the same formula, charge and spin (kJ/mol) = 588.4
- frontier orbital gap (eV) = 7.6

ORCA input file:
```
! RIJCOSX wB97M-V def2-TZVPD def2/J DEFGRID3
* xyz 0 1
B -4.6368 -0.5157 -0.2446
C -1.0127 1.3689 0.8748
C 3.1530 -1.9210 -1.2271
C 2.2662 -1.7872 1.5679
C -2.1868 0.6005 0.3347
C 1.9114 -1.5000 -0.8753
C 1.4291 1.6303 0.5220
C -3.3160 0.2119 0.1324
C 1.5245 -1.2912 0.5349
C 0.3157 -0.5066 0.6639
C 1.8967 1.9545 -0.9051
N 0.2446 0.7666 0.5538
O -4.9722 -1.7463 0.2079
O -5.4659 0.3893 -0.9455
H -1.2825 1.4487 1.9130
H -0.9199 2.5171 0.5483
H 3.5135 -1.8673 -2.2110
H 3.9700 -2.4075 -0.7087
H 2.0779 -1.5738 2.6533
H 3.0240 -2.5466 1.4733
H 1.1667 2.6026 0.9428
H 1.1474 -1.0617 -1.5030
H 2.3255 1.0108 0.8609
H 0.9285 2.0599 -1.4915
H 2.5285 1.0851 -1.3741
H 2.4373 2.9919 -1.0480
H -5.9479 -1.9797 0.2416
H -6.1200 0.0667 -1.4914
*
```

Formally, the Mulliken partial charges of the atoms, in units of the elementary charge, are as follows:
1. B 0.3846
2. C -0.4069
3. C -0.9416
4. C -0.9908
5. C -0.2316
6. C -0.2473
7. C -0.6406
8. C 0.2088
9. C 0.8510
10. C -0.6291
11. C -0.8872
12. N 0.2435
13. O -0.5162
14. O -0.5209
15. H 0.2700
16. H 0.3332
17. H 0.2797
18. H 0.2420
19. H 0.2306
20. H 0.2777
21. H 0.4874
22. H 0.5217
23. H 0.3275
24. H 0.2575
25. H 0.1928
26. H 0.3176
27. H 0.3133
28. H 0.2735

=====

(6)
The molecule C4H7NO2, computed with ωB97M-V/def2-TZVPD.

Results
- highest occupied orbital energy (eV) = -9.7
- DFT total energy (Ha) = -361.823082
- energy above the lowest of the compared OMol25 structures with the same formula, charge and spin (kJ/mol) = 151.7
- frontier orbital gap (eV) = 10.5
- SMILES = O[C@@H]1CN=COC1

ORCA input file:
```
! RIJCOSX wB97M-V def2-TZVPD def2/J DEFGRID3
* xyz 0 1
O -1.4207 -0.5445 1.2653
C -0.9774 0.0103 0.0381
C -0.2100 -1.0086 -0.8078
N 1.2162 -1.0913 -0.5361
C 1.7866 -0.0608 -0.0778
O 1.2611 1.1257 0.2839
C -0.1628 1.2896 0.2652
H -0.6565 -0.9128 1.7278
H -1.8971 0.2889 -0.4856
H -0.3299 -0.7919 -1.8770
H -0.6575 -1.9925 -0.6316
H 2.8639 -0.0479 0.0745
H -0.3896 2.0512 -0.4871
H -0.4263 1.6847 1.2482
*
```

Formally, the Mulliken partial charges of the atoms, in units of the elementary charge, are as follows:
1. O -0.5598
2. C 0.1230
3. C -0.6381
4. N -0.5089
5. C 0.0830
6. O -0.3850
7. C -0.4988
8. H 0.3424
9. H 0.3482
10. H 0.3261
11. H 0.3500
12. H 0.4023
13. H 0.3061
14. H 0.3094

=====

(7)
A structure of composition C4H10O at a distorted geometry, computed with ωB97M-V/def2-TZVPD.

Results
- highest occupied orbital energy (eV) = -9.8
- DFT total energy (Ha) = -233.541616
- energy above the lowest of the compared OMol25 structures with the same formula, charge and spin (kJ/mol) = 271.3
- frontier orbital gap (eV) = 10.9

ORCA input file:
```
! RIJCOSX wB97M-V def2-TZVPD def2/J DEFGRID3
* xyz 0 1
C 0.4825 2.1312 -0.4964
C 0.9354 0.6871 -0.5907
C -0.2707 -0.1190 -0.0733
C -0.7510 -2.3229 0.7913
H -0.1875 2.3598 -1.4973
H -0.2682 2.3179 0.5095
H 1.5031 3.0378 -0.3113
H 1.3854 0.4443 -1.6024
H 1.7823 0.4764 0.0660
H -0.4698 0.3099 0.9704
H -1.2236 -0.1093 -0.6206
H -0.5355 -2.1900 1.9131
H -0.5846 -3.3699 0.4403
H -1.8765 -2.1825 0.5657
O 0.0787 -1.4708 -0.0643
*
```

Formally, the Mulliken partial charges of the atoms, in units of the elementary charge, are as follows:
1. C -0.8699
2. C -0.2368
3. C -0.5408
4. C -0.6551
5. H 0.2233
6. H 0.2501
7. H 0.2499
8. H 0.2859
9. H 0.2512
10. H 0.2623
11. H 0.3451
12. H 0.2508
13. H 0.2582
14. H 0.2642
15. O -0.3383

=====

- DFT total energy of number 3 (C11H14N2S)?
  -935.041574 Ha

=====

- energy above the lowest of the compared OMol25 structures with the same formula, charge and spin of number 5 (C10H14BNO2)?
  588.4 kJ/mol

=====

- Which value of energy above the lowest of the compared OMol25 structures with the same formula, charge and spin does entry 3 give?
  616.5 kJ/mol

=====

- The lowest energy above the lowest of the compared OMol25 structures with the same formula, charge and spin belongs to which entry?
  C30H33GeIIrN2O4PS2